No. 1
The following is a DFT calculation (the ωB97M-V functional and the def2-TZVPD basis) of an isolated molecule of C5H7NO in a non-equilibrium geometry.

XYZ file:
```
14
C5H7NO, DFT the ωB97M-V functional and the def2-TZVPD basis
C 0.632 0.205 -1.371
C -1.808 -0.541 1.165
C -0.677 -0.082 0.332
C 1.250 0.944 -0.202
C 0.487 0.664 0.850
O 1.345 -1.149 -1.503
N -0.673 -0.158 -0.960
H 2.255 -1.042 -1.797
H 0.603 0.780 -2.310
H 2.231 1.381 -0.236
H 0.617 0.955 1.879
H -2.260 0.310 1.682
H -2.558 -1.031 0.548
H -1.445 -1.236 1.922
```

The SMILES is CC1=N[C@H](O)C=C1. For the HOMO energy, the calculation gives -0.3457 hartree. For the gap between HOMO and LUMO, the calculation gives 9.7042 eV. As for the LUMO energy: 0.30 eV. Its multiplicity is 1. As for the total charge: 0.

No. 2
The following is a DFT calculation (the ωB97M-V functional and the def2-TZVPD basis) of a cluster of 2 separate species, C5H7NO in total in a non-equilibrium geometry.

XYZ file:
```
14
C5H7NO, DFT the ωB97M-V functional and the def2-TZVPD basis
C 0.989 0.089 -0.507
C 1.500 1.094 0.260
C 0.828 1.306 1.450
C -0.431 0.842 1.703
C -0.883 -0.025 0.717
H -1.544 -2.999 -2.955
H -0.997 -1.756 -1.856
H 1.501 -0.319 -1.360
H 2.443 1.591 -0.096
H 1.334 2.100 2.146
H -0.956 1.175 2.552
H -1.767 -0.656 0.911
N -0.263 -0.455 -0.355
O -1.755 -1.988 -2.609
```

The SMILES is c1ccncc1.O. For the HOMO energy, the calculation gives -0.3679 hartree. For the gap between HOMO and LUMO, the calculation gives 10.8187 eV. As for the LUMO energy: 0.81 eV. Its multiplicity is 1. As for the total charge: 0.

No. 3
The following is a DFT calculation (the ωB97M-V functional and the def2-TZVPD basis) of a cluster of 2 separate species, C5H7NO in total.

XYZ file:
```
14
C5H7NO, DFT the ωB97M-V functional and the def2-TZVPD basis
O -0.562 1.719 -1.471
C -1.993 -0.886 -0.820
C -0.970 -0.830 -0.014
C 0.096 -0.540 0.660
C 1.229 -0.714 1.567
C 1.029 0.577 0.864
N 1.132 0.544 2.309
H -1.505 1.613 -1.290
H -2.985 -0.560 -0.510
H -1.846 -1.135 -1.867
H 2.148 -1.283 1.501
H -0.173 1.495 -0.610
H 1.700 1.048 0.162
H 0.203 0.634 2.726
```

The SMILES is C=C=C1[C@H]2N[C@@H]12.O. For the HOMO energy, the calculation gives -0.3432 hartree. For the gap between HOMO and LUMO, the calculation gives 10.1429 eV. As for the LUMO energy: 0.80 eV. Its multiplicity is 1. As for the total charge: 0.

No. 4
The following is a DFT calculation (the ωB97M-V functional and the def2-TZVPD basis) of an isolated molecule of C5H7NO in a non-equilibrium geometry.

XYZ file:
```
14
C5H7NO, DFT the ωB97M-V functional and the def2-TZVPD basis
O -1.300 -0.730 -2.280
C -0.319 -0.700 -1.637
C -1.351 -0.253 0.397
C -0.497 0.870 0.897
C 0.818 0.862 0.689
C 1.552 -0.149 -0.169
N 0.785 -0.898 -1.156
H -1.718 -0.912 1.166
H -2.221 0.103 -0.182
H -0.963 1.684 1.451
H 1.454 1.626 1.137
H 2.098 -0.858 0.466
H 2.307 0.378 -0.756
H -0.646 -1.021 -0.025
```

The SMILES is C/C=C\CN=C=O. For the HOMO energy, the calculation gives -0.3526 hartree. For the gap between HOMO and LUMO, the calculation gives 10.4859 eV. As for the LUMO energy: 0.89 eV. Its multiplicity is 1. As for the total charge: 0.

No. 5
The following is a DFT calculation (the ωB97M-V functional and the def2-TZVPD basis) of an isolated molecule of C5H7NO in a non-equilibrium geometry.

XYZ file:
```
14
C5H7NO, DFT the ωB97M-V functional and the def2-TZVPD basis
O 1.398 2.256 0.350
C 0.759 1.246 0.124
C 1.401 -0.139 0.095
C 0.445 -1.266 0.227
C -0.949 -1.031 -0.092
C -1.434 0.230 -0.393
N -0.584 1.317 -0.141
H 2.155 -0.155 0.894
H 1.957 -0.194 -0.857
H 0.806 -2.274 0.225
H -1.553 -1.906 -0.368
H -1.090 -0.733 1.022
H -2.336 0.405 -0.976
H -0.975 2.246 -0.110
```

For the HOMO energy (spin up / spin down), the calculation gives -0.2680 / -0.2461 hartree. For the gap between HOMO and LUMO (spin up / spin down), the calculation gives 7.8231 / 7.3757 eV. As for the LUMO energy (spin up / spin down): 0.53 / 0.68 eV. Its multiplicity is 1. As for the total charge: 0.

No. 6
The following is a DFT calculation (the ωB97M-V functional and the def2-TZVPD basis) of an isolated molecule of C5H7NO.

XYZ file:
```
14
C5H7NO, DFT the ωB97M-V functional and the def2-TZVPD basis
C 2.026 -0.836 -0.635
C 0.978 0.202 -0.905
C -1.481 -0.428 1.191
C -2.089 0.572 0.556
N -1.101 1.323 -0.151
C 0.049 0.493 -0.006
O -0.106 -0.308 1.114
H 2.141 -1.519 -1.483
H 1.756 -1.427 0.246
H 3.001 -0.376 -0.441
H 0.910 0.704 -1.862
H -1.823 -1.352 1.629
H -3.138 0.817 0.498
H -0.992 2.289 0.149
```

The SMILES is C/C=C1/NC=CO1. For the HOMO energy, the calculation gives -0.2896 hartree. For the gap between HOMO and LUMO, the calculation gives 8.9434 eV. As for the LUMO energy: 1.06 eV. Its multiplicity is 1. As for the total charge: 0.

No. 7
The following is a DFT calculation (the ωB97M-V functional and the def2-TZVPD basis) of an isolated molecule of C5H7NO in a non-equilibrium geometry.

XYZ file:
```
14
C5H7NO, DFT the ωB97M-V functional and the def2-TZVPD basis
C -0.462 1.936 -0.020
N 1.293 -0.857 2.550
C 0.776 -1.165 1.562
O -0.905 0.692 0.476
C -0.710 -0.427 -0.312
C 0.613 -0.766 -0.921
C 0.140 -1.513 0.312
H -0.657 2.650 0.783
H 0.616 1.932 -0.230
H -1.004 2.243 -0.924
H -1.598 -0.763 -0.849
H 1.452 -0.090 -0.793
H 0.611 -1.320 -1.856
H -0.165 -2.551 0.222
```

The SMILES is CO[C@H]1C[C@H]1C#N. For the HOMO energy, the calculation gives -0.3753 hartree. For the gap between HOMO and LUMO, the calculation gives 11.0736 eV. As for the LUMO energy: 0.86 eV. Its multiplicity is 1. As for the total charge: 0.

No. 8
The following is a DFT calculation (the ωB97M-V functional and the def2-TZVPD basis) of an isolated molecule of C5H7NO.

XYZ file:
```
14
C5H7NO, DFT the ωB97M-V functional and the def2-TZVPD basis
C -1.515 -1.125 0.159
C -0.374 -0.306 0.668
C 0.166 0.777 0.018
N -0.550 1.853 -0.516
C 1.547 0.467 -0.221
C 1.747 -0.756 0.336
O 0.648 -1.196 0.949
H -2.294 -0.527 -0.311
H -1.029 -1.719 -0.632
H -1.923 -1.830 0.886
H 0.036 2.585 -0.893
H -1.239 2.242 0.113
H 2.242 1.020 -0.838
H 2.538 -1.486 0.282
```

The SMILES is Cc1occc1N. For the HOMO energy, the calculation gives -0.2836 hartree. For the gap between HOMO and LUMO, the calculation gives 8.7332 eV. As for the LUMO energy: 1.02 eV. Its multiplicity is 1. As for the total charge: 0.

Energy above the lowest of the compared OMol25 structures with the same formula, charge and spin? In order: 38.3 34.4 124.1 52.0 83.8 46.0 46.7 35.9 kcal per mole.